w | DFT (wB97M-V/def2-TZVPD) results for C2H4OS3 as an isolated structure.

Geometry as XYZ:
```
10
Properties=species:S:1:pos:R:3:nbo_charge:R:1
H -1.74 0.75 0.64 0.2273
H -1.15 -0.09 -1.48 0.2322
H -1.58 -0.82 0.82 0.2178
C -0.97 0.01 0.58 -0.6625
S 0.95 -1.19 -1.24 0.0460
O 2.18 -0.11 1.16 -0.8735
S 0.65 1.58 -0.90 -0.0617
C -0.36 -0.01 -0.74 -0.4254
S 2.39 -0.08 -0.28 1.0567
H -0.38 -0.03 1.43 0.2431
```

Results
**2S+1**: 1
**HOMO level (alpha / beta)**: -9.1 / -9.1 eV

---

x | DFT (wB97M-V/def2-TZVPD) results for a 2-piece molecular cluster, C2H4OS3 overall.

Geometry as XYZ:
```
10
Properties=species:S:1:pos:R:3:nbo_charge:R:1
H 1.36 0.93 1.13 0.2299
S 1.34 -1.43 -1.35 0.1002
O -2.13 -1.76 -0.55 -0.8142
H -0.08 1.44 0.08 0.2340
H 1.74 1.29 -0.66 0.2408
C 0.69 -0.59 -0.08 -0.3350
S -1.74 -0.36 -0.47 1.0988
H 0.41 -1.02 0.81 0.1863
C 0.94 0.91 0.12 -0.6878
S -2.52 0.59 0.99 -0.2531
```

Results
**2S+1**: 1
**HOMO level**: -9.1 eV

---

Which structure is most stable? w, by 45.5 kJ/mol over the runner-up.

---

w | DFT (wB97M-V/def2-TZVPD) results for a 2-piece molecular cluster, H4S2 overall.

Geometry as XYZ:
```
6
Properties=species:S:1:pos:R:3:nbo_charge:R:1
H -1.54 0.64 0.69 0.1482
H 0.73 -1.81 -0.75 0.1425
S -0.67 1.58 0.28 -0.2898
H 1.79 -0.53 0.25 0.1490
H -1.05 1.45 -1.00 0.1422
S 0.75 -1.34 0.52 -0.2921
```

Results
**2S+1**: 1
**HOMO level**: -8.7 eV
**SMILES string**: S.S

---

x | DFT (wB97M-V/def2-TZVPD) results for a 2-piece molecular cluster, H4S2 overall.

Geometry as XYZ:
```
6
Properties=species:S:1:pos:R:3:nbo_charge:R:1
H 1.87 1.49 -2.82 0.1422
S -2.38 -1.86 2.64 -0.2827
H -3.05 -0.73 2.43 0.1417
H -3.22 -2.25 3.60 0.1410
S 3.07 1.88 -2.37 -0.2839
H 3.70 1.47 -3.48 0.1417
```

Results
**2S+1**: 1
**HOMO level**: -9.8 eV
**SMILES string**: S.S

---

y | DFT (wB97M-V/def2-TZVPD) results for a 2-piece molecular cluster, H4S2 overall.

Geometry as XYZ:
```
6
Properties=species:S:1:pos:R:3:nbo_charge:R:1
S 0.65 1.48 -1.22 -0.2837
H 1.25 1.66 -0.03 0.1479
H -0.87 -1.83 1.45 0.1452
S -0.69 -0.81 0.59 -0.3083
H -0.49 1.05 -0.64 0.1399
H 0.15 -1.54 -0.17 0.1589
```

Results
**2S+1**: 1
**HOMO level**: -9.6 eV
**SMILES string**: S.S

---

Which structure is most stable? x, by 12.3 kJ/mol over the runner-up.

---

w | DFT (wB97M-V/def2-TZVPD) results for a 2-piece molecular cluster, H4S2 overall.

Geometry as XYZ:
```
6
Properties=species:S:1:pos:R:3:nbo_charge:R:1
H 1.35 0.89 0.86 0.1368
H -1.87 -0.94 -0.14 0.1417
H -1.30 0.92 -0.11 0.1367
S -1.63 0.02 -1.05 -0.2779
H 1.87 -0.96 0.62 0.1434
S 1.57 0.07 -0.19 -0.2806
```

Results
**2S+1**: 1
**HOMO level**: -8.8 eV
**SMILES string**: S.S

---

x | DFT (wB97M-V/def2-TZVPD) results for a 2-piece molecular cluster, H4S2 overall.

Geometry as XYZ:
```
6
Properties=species:S:1:pos:R:3:nbo_charge:R:1
H 2.81 -0.37 -0.30 0.1425
H 1.47 -0.34 1.11 0.1445
S 2.15 0.57 0.41 -0.2862
H -3.02 -1.09 -1.11 0.1429
S -2.16 -0.41 -0.32 -0.2904
H -1.11 -0.69 -1.10 0.1467
```

Results
**2S+1**: 1
**HOMO level**: -9.8 eV
**SMILES string**: S.S

---

Which structure is most stable? x, by 22.6 kJ/mol over the runner-up.

---

w | DFT (wB97M-V/def2-TZVPD) results for one molecule with the formula C4H11N3.

Geometry as XYZ:
```
18
Properties=species:S:1:pos:R:3:nbo_charge:R:1
N -0.67 1.01 0.91 -0.5862
N 0.58 -2.19 0.79 -0.8416
C -0.11 -0.57 -0.92 -0.4250
H -1.83 0.67 -0.70 0.2235
H 0.24 0.23 -1.57 0.2387
H 1.65 -1.62 -1.02 0.1697
C -1.21 0.05 -0.05 -0.2326
C 1.06 -1.22 -0.18 -0.2245
C -0.11 2.19 0.51 0.2982
N -0.14 2.57 -0.71 -0.7955
H 1.38 -2.71 1.14 0.3558
H 1.66 -0.43 0.27 0.1857
H -0.29 0.60 1.74 0.3880
H 0.01 -2.91 0.37 0.3530
H -0.25 3.58 -0.75 0.3488
H -0.53 -1.29 -1.62 0.1942
H -1.78 -0.72 0.45 0.2042
H 0.35 2.75 1.33 0.1456
```

Results
**2S+1**: 1
**HOMO level**: -8.7 eV
**SMILES string**: [H]/N=C/NCCCN

---

x | DFT (wB97M-V/def2-TZVPD) results for a 2-piece molecular cluster, C4H11N3 overall.

Geometry as XYZ:
```
18
Properties=species:S:1:pos:R:3:nbo_charge:R:1
H 1.30 -0.15 -1.31 0.3279
H 2.20 1.06 2.46 0.2027
H -1.65 0.63 1.04 0.1968
H -0.74 -1.59 0.26 0.3782
C 1.23 0.66 2.73 -0.4894
H -1.51 -0.58 -2.15 0.2060
H 0.77 1.89 -2.12 0.3307
H -0.66 -2.02 1.85 0.3674
H -0.16 -0.48 -3.31 0.1807
C 0.27 0.47 1.86 0.0229
H 0.16 2.00 -0.64 0.3552
H 1.08 0.56 3.80 0.2097
C -0.45 -0.77 -2.30 -0.4321
H -0.24 -1.83 -2.13 0.1904
N 0.31 0.08 -1.21 -0.4690
C -0.90 -0.02 1.47 -0.0534
N -1.08 -1.38 1.19 -0.8392
N 0.09 1.46 -1.50 -0.6853
```

Results
**2S+1**: 1
**HOMO level**: -8.6 eV
**SMILES string**: C=C=CN.CNN

---

Which structure is most stable? w, by 307.1 kJ/mol over the runner-up.

---

w | DFT (wB97M-V/def2-TZVPD) results for C4H11N3 as an isolated structure.

Geometry as XYZ:
```
18
Properties=species:S:1:pos:R:3:nbo_charge:R:1
H -2.14 1.61 -1.66 0.1959
C -2.16 1.02 -0.74 -0.4156
H 1.75 1.71 0.55 0.2149
N -1.01 -1.38 1.44 -0.3268
C 1.23 -0.39 0.49 -0.0085
H 2.61 -1.00 -1.02 0.1917
N -1.43 -0.24 -0.87 -0.7978
H -1.70 1.60 0.06 0.2134
H -0.41 -0.08 -0.99 0.4299
H -1.78 -0.82 -1.63 0.3900
C 1.65 -1.15 -0.52 -0.5122
C 1.98 0.76 1.06 -0.6833
H -3.19 0.82 -0.46 0.2070
N 0.10 -1.11 1.70 -0.0846
H 1.08 -2.02 -0.85 0.1898
H 3.07 0.64 1.03 0.2112
H 1.72 0.93 2.11 0.2250
H -1.36 -0.91 0.29 0.3600
```

Results
**2S+1**: 1
**HOMO level**: -6.7 eV

---

x | DFT (wB97M-V/def2-TZVPD) results for C4H11N3 as an isolated structure.

Geometry as XYZ:
```
18
Properties=species:S:1:pos:R:3:nbo_charge:R:1
H -2.84 1.19 1.03 0.3717
H -1.31 1.78 -0.86 0.3691
C -0.36 1.25 1.19 0.0794
H -0.93 -0.04 -0.80 0.4080
H 2.82 0.16 0.60 0.2299
H 1.00 -1.53 1.12 0.2167
C 1.13 -1.10 0.14 -0.1085
H 0.47 -1.24 -1.87 0.2149
N -2.73 0.68 0.15 -0.6668
C 0.19 -1.35 -0.83 -0.5396
H -3.41 1.01 -0.52 0.3452
N -0.70 1.91 2.10 -0.5172
H 0.42 0.48 0.92 0.1542
H 3.22 -1.38 -0.15 0.2362
C 2.49 -0.56 -0.16 -0.6602
H -0.58 -2.08 -0.63 0.2328
H 2.54 -0.09 -1.14 0.2158
N -1.40 0.92 -0.31 -0.5816
```

Results
**2S+1**: 1
**HOMO level**: -8.0 eV

---

Which structure is most stable? w, by 77.6 kJ/mol over the runner-up.

---

w | DFT (wB97M-V/def2-TZVPD) results for C4H11N3 as an isolated structure.

Geometry as XYZ:
```
18
Properties=species:S:1:pos:R:3:nbo_charge:R:1
C 2.15 0.37 -0.06 -0.4412
H 0.18 -0.40 -1.47 0.1579
N -2.04 -0.45 0.84 -0.6387
H 0.14 -2.66 0.32 0.3662
C 0.05 -0.79 -0.45 0.0485
H 2.88 -0.32 -0.51 0.2256
H -0.19 1.88 -0.75 0.2111
H -1.36 2.28 0.50 0.2186
H 0.09 0.38 1.18 0.2716
C -1.10 1.55 -0.26 -0.6161
H -1.90 1.52 -1.01 0.2288
H 1.87 1.08 -0.85 0.1803
H -1.23 -2.41 -0.43 0.3805
H -2.07 -0.49 1.86 0.3486
N -0.24 -2.19 -0.50 -0.8379
N 1.07 -0.43 0.46 -0.3747
C -0.98 0.17 0.38 0.0626
H 2.67 0.90 0.75 0.2083
```

Results
**2S+1**: 1
**HOMO level (alpha / beta)**: -8.0 / -8.5 eV

---

x | DFT (wB97M-V/def2-TZVPD) results for one molecule with the formula C4H11N3.

Geometry as XYZ:
```
18
Properties=species:S:1:pos:R:3:nbo_charge:R:1
H 2.98 1.13 0.16 0.1974
H -1.97 -1.84 -0.15 0.3778
H 0.96 1.02 1.34 0.3638
H -2.32 1.64 0.38 0.2219
C 0.12 -0.57 0.41 0.2334
N 1.25 0.19 0.83 -0.6438
C -1.34 1.42 -0.06 -0.6389
H -1.38 1.72 -1.12 0.2084
H 2.57 -0.36 -0.69 0.1909
C -1.06 -0.05 0.06 0.0859
N 0.34 -1.97 0.46 -0.8517
H -2.71 -0.60 -1.00 0.3650
C 2.16 0.55 -0.25 -0.4052
N -2.19 -0.86 -0.18 -0.8263
H -0.59 2.03 0.44 0.2088
H 0.25 -2.42 -0.45 0.3626
H 1.67 1.13 -1.05 0.1685
H 1.25 -2.16 0.86 0.3814
```

Results
**2S+1**: 1
**HOMO level**: -7.1 eV
**SMILES string**: CN/C(N)=C(\C)N

---

Which structure is most stable? x, by 437.5 kJ/mol over the runner-up.